Record 1
Molecular formula: C4H8N2
Method: DFT, ωB97M-V/def2-TZVPD

The geometry in XYZ format:
```
14
Properties=species:S:1:pos:R:3:nbo_charge:R:1
C 0.35 -1.38 -1.00 0.5243
C -0.69 -0.30 0.08 0.6001
C -1.85 1.41 0.96 -0.1644
C 1.95 0.25 -0.07 -0.4647
N -0.98 -1.44 -0.47 -0.5668
N 0.75 -0.42 -0.21 -0.3093
H 0.84 -1.75 -1.84 0.2866
H -1.12 1.62 1.77 0.2461
H -2.67 0.84 1.14 0.2147
H -1.87 2.22 0.14 0.2756
H 2.67 -0.22 0.72 0.3034
H 1.91 1.18 0.34 0.2805
H 2.48 0.01 -0.96 0.2663
H -1.77 -2.03 -0.60 0.5077
```

Net charge   +2

Record 2
Molecular formula: C4H8N2O
Method: DFT, ωB97M-V/def2-TZVPD

The geometry in XYZ format:
```
15
Properties=species:S:1:pos:R:3:nbo_charge:R:1
C 1.05 1.44 -0.53 -0.6059
C 0.41 0.28 0.22 0.1488
O 0.10 0.70 1.52 -0.6961
C 1.36 -0.88 0.27 0.2486
N 2.05 -1.80 0.32 -0.3263
C -0.88 -0.24 -0.46 -0.2288
N -1.48 -1.23 0.43 -0.8590
H 1.95 1.76 -0.01 0.2341
H 0.34 2.27 -0.56 0.2240
H 1.31 1.15 -1.55 0.2203
H -0.57 0.05 1.83 0.4959
H -0.66 -0.60 -1.47 0.1874
H -1.56 0.62 -0.54 0.2070
H -0.98 -2.11 0.35 0.3740
H -2.45 -1.41 0.19 0.3761
```

Record 3
Molecular formula: C4H8N2O
Method: DFT, ωB97M-V/def2-TZVPD

The geometry in XYZ format:
```
15
Properties=species:S:1:pos:R:3:nbo_charge:R:1
O 2.84 -0.44 0.04 -0.5934
C 1.65 -0.27 0.09 0.7784
N 0.72 -1.29 0.14 -0.6427
C -0.65 -1.04 -0.27 -0.2132
C -1.20 0.15 0.51 -0.4332
C -0.31 1.36 0.21 -0.2221
N 1.09 1.03 -0.11 -0.6562
H 1.12 -2.18 -0.13 0.4036
H -0.68 -0.71 -1.38 0.1641
H -1.23 -1.96 -0.13 0.2179
H -1.21 -0.02 1.59 0.2135
H -2.23 0.34 0.18 0.2180
H -0.29 2.07 1.03 0.2021
H -0.71 1.90 -0.66 0.1919
H 1.06 0.97 -1.16 0.3712
```

What did we get for HOMO-LUMO gap? Answer: 8.7792; 11.2131; 10.4063 eV, in the order shown.
What did we get for relative energy (zero: lowest compared OMol25 entry of this formula, charge and spin)? Answer: 494.0; 119.7; 98.5 kJ/mol, in the order shown.